A molecular structure, C7H12BrF2INO3Si, computed with wB97M-V/def2-TZVPD.

ORCA input file:
```
! wB97M-V def2-TZVPD RIJCOSX def2/J DEFGRID3
* xyz -1 1
C -3.5940 0.0760 0.7710
O -2.8094 -0.8763 0.1171
C -1.6235 -1.1825 0.8536
Si -0.1728 0.0214 0.4267
C 0.6276 -0.2836 -1.3327
C 1.5256 0.8998 -1.7963
C 1.8898 0.7469 -3.2731
Br 3.2287 1.0147 -0.7900
N 1.2744 -0.0976 1.5750
C 1.0697 0.5537 2.7941
O 1.3962 1.6874 2.9783
F 0.5024 -0.1381 3.7999
C 1.7913 -1.3941 1.7469
O 2.9006 -1.5986 2.1413
F 1.0216 -2.4494 1.4351
H -3.2095 1.0935 0.6782
H -3.6987 -0.1329 1.8462
H -4.6028 0.0850 0.3635
H -1.8880 -1.1561 1.9178
H -1.4090 -2.2174 0.5853
H -0.7413 1.4046 0.4822
H 1.2308 -1.2118 -1.3162
H -0.1712 -0.3949 -2.0372
H 1.0016 1.8154 -1.6217
H 2.4868 1.6106 -3.5524
H 2.4793 -0.1611 -3.3807
H 0.9623 0.6750 -3.8364
I -1.4685 1.6103 -1.5753
*
```

natural (NBO) population analysis, charges in e, atoms 1 to 5: C -0.254; O -0.541; C -0.501; Si 1.367; C -0.913



A molecular structure, C14H25F6N2O6PPd, computed with wB97M-V/def2-TZVPD.

ORCA input file:
```
! wB97M-V def2-TZVPD RIJCOSX def2/J DEFGRID3
* xyz -2 1
Pd -0.3762 0.1718 0.3673
C 4.0047 -0.9074 1.7028
C 2.5580 -0.5092 1.5778
N 2.0371 -0.1626 0.4643
O 2.9007 -0.1458 -0.6152
C 1.7406 -0.4611 2.7937
C 2.3691 -0.6331 4.1478
N 0.4737 -0.1698 2.6678
O -0.2585 -0.0663 3.7325
H 4.3900 -1.2646 0.7511
H 4.1305 -1.6708 2.4713
H 4.6106 -0.0435 1.9967
H 2.5424 0.6690 -1.1646
H 3.2949 -0.0592 4.2536
H 2.6176 -1.6761 4.3828
H 1.6405 -0.2893 4.8820
C -3.9574 0.9839 -1.6700
C -3.8005 0.0962 -0.4488
O -3.1958 -1.1383 -0.7826
P -1.5189 -1.2121 -0.6603
O -1.1881 -1.5686 -2.2283
C -1.5274 -2.7628 -2.9008
C -2.9468 -2.7517 -3.4441
O -1.4852 -2.7712 -0.1136
C -1.1119 -2.9637 1.2565
C -2.2547 -2.6749 2.2082
H -4.4372 1.9309 -1.4064
H -4.5594 0.4900 -2.4373
H -2.9761 1.2088 -2.0902
H -4.7735 -0.1377 -0.0015
H -3.1870 0.6083 0.3051
H -1.3756 -3.6217 -2.2415
H -0.8153 -2.8475 -3.7288
H -3.6741 -2.7062 -2.6358
H -3.1268 -3.6554 -4.0364
H -3.1023 -1.8826 -4.0862
H -0.2617 -2.3238 1.5014
H -0.7934 -4.0089 1.3331
H -2.4880 -1.6097 2.2017
H -1.9694 -2.9371 3.2289
H -3.1480 -3.2392 1.9233
C 1.6717 2.8400 0.3436
C 1.8369 3.0265 -1.1744
O 2.0532 1.9162 -1.8987
C 0.5706 3.7447 -1.7043
F 0.4365 5.0273 -1.2405
F 0.5161 3.8443 -3.0425
F -0.5432 3.1024 -1.3225
C 3.0534 3.9896 -1.3661
F 3.0223 5.1288 -0.6099
F 4.1991 3.3714 -1.0339
F 3.1985 4.4115 -2.6430
H 1.0323 1.9859 0.6166
H 1.3063 3.7375 0.8479
H 2.6451 2.5873 0.7703
*
```

Calculated values
Energy relative to the best compared isomer or geometry (same formula, charge and spin) ... 0.138 eV

natural (NBO) population analysis, charges in e, atoms 1 to 5: Pd 0.042; C -0.672; C 0.181; N -0.205; O -0.648



A molecular structure, C9H41IO19, computed with wB97M-V/def2-TZVPD.

ORCA input file:
```
! wB97M-V def2-TZVPD RIJCOSX def2/J DEFGRID3
* xyz 0 1
C 2.7598 -0.1986 1.6888
C 2.6640 0.1779 0.2159
O 2.0843 -0.5281 -0.5702
O 3.2063 1.3814 -0.1211
C 2.1358 2.2884 -0.4357
C 1.1611 2.5116 0.7251
C -0.0911 3.2528 0.2450
C -1.0764 2.3784 -0.5542
C -1.5570 1.1161 0.1494
O -1.9291 1.1886 1.5400
C -2.2068 -0.1448 1.7829
O -3.1894 -0.5819 2.2580
O -1.1083 -0.8358 1.2924
C -0.7017 -0.1713 0.1041
I -1.0834 -1.2485 -1.7081
H 3.4758 -0.9943 1.8628
H 1.7581 -0.4883 2.0128
H 3.0169 0.7018 2.2352
H 1.6194 1.9666 -1.3388
H 2.5904 3.2511 -0.6624
H 1.6696 3.1588 1.4452
H 0.9097 1.6017 1.2715
H -0.5568 3.7461 1.0946
H 0.2257 4.0541 -0.4292
H -1.9532 2.9756 -0.8032
H -0.6377 2.0787 -1.5086
H -2.4789 0.8396 -0.3828
H 0.3487 0.0905 0.1190
O 1.5419 2.8745 -3.5254
H 2.4886 2.7145 -3.5794
H 1.1658 2.0410 -3.8314
O -2.9086 4.2026 1.4979
H -3.8653 4.0794 1.4954
H -2.5494 3.3565 1.7944
O 0.9464 0.1127 -4.4819
H 1.7637 -0.1939 -4.8862
H 0.4693 -0.6963 -4.2761
O 5.3629 1.0515 2.5087
H 5.9640 0.3092 2.6248
H 5.7226 1.5319 1.7560
O -2.8236 -0.8120 -4.4290
H -2.9503 0.0805 -4.0927
H -3.6278 -1.2772 -4.1772
O -3.4916 6.9812 2.7576
H -3.3825 7.4277 1.9136
H -3.3325 6.0513 2.5575
O 2.6557 -3.4777 -1.2488
H 2.4474 -2.5696 -0.9948
H 3.0066 -3.3959 -2.1416
O -1.3308 2.1466 4.8520
H -1.9745 1.5631 5.2578
H -1.4060 1.9608 3.9135
O 0.2393 -4.8646 -2.2303
H -0.2118 -5.5594 -1.7314
H 0.9415 -4.5540 -1.6341
O -4.0065 2.0095 4.0465
H -3.9673 2.4675 3.2057
H -3.8378 1.0887 3.8171
O 0.5273 -3.5661 -3.3862
H -0.4210 -3.7155 -3.3374
H 0.9173 -4.3381 -2.9464
O -2.2426 -3.3827 2.7728
H -1.8495 -2.6173 2.3312
H -2.7410 -2.9941 3.4974
O -1.3323 -6.9765 -0.7834
H -2.2650 -6.8729 -0.5733
H -1.1352 -7.8950 -0.5784
O 3.7766 -6.6721 -1.5983
H 3.5683 -5.7643 -1.3494
H 4.1275 -6.6008 -2.4902
*
```

natural (NBO) population analysis, charges in e, atoms 1 to 5: C -0.737; C 0.849; O -0.622; O -0.542; C -0.090



3 unconnected molecules or ions with the total composition CH8NO3, computed with wB97M-V/def2-TZVPD.

ORCA input file:
```
! wB97M-V def2-TZVPD RIJCOSX def2/J DEFGRID3
* xyz -1 1
N -1.5316 -0.1719 1.0679
C -0.0514 -0.4853 1.0672
O 0.5399 -0.3778 -0.1540
H -1.8334 -0.3871 0.1036
H -1.5962 0.8451 1.0871
H 0.0346 -1.5012 1.4849
H 0.3939 0.2022 1.7921
H 1.5296 0.9078 -0.0235
H 2.6046 1.7581 -0.7145
O 2.0793 1.7517 0.0942
H -0.2671 -0.4557 -1.3756
H -0.9895 -1.5225 -2.2280
O -0.9127 -0.5635 -2.2013
*
```

Calculated values
Energy relative to the best compared isomer or geometry (same formula, charge and spin) ... 0.056 eV

natural (NBO) population analysis, charges in e, atoms 1 to 5: N -0.901; C 0.123; O -0.935; H 0.360; H 0.331



Number 1: highest occupied orbital energy -0.1401 Eh, electronic energy -106543.8423 eV, LUMO energy 3.06 eV. Number 2: highest occupied orbital energy -0.0286 Eh, electronic energy -59262.6173 eV, LUMO energy 5.12 eV. Number 3: highest occupied orbital energy -0.3233 Eh, electronic energy -56996.4759 eV, LUMO energy -0.07 eV. Number 4: highest occupied orbital energy -0.1526 Eh, electronic energy -8800.4163 eV, LUMO energy 4.50 eV.